[1]
# C66H147N9O9

A cluster of 9 separate species, C66H147N9O9 in total (the ωB97M-V functional and the def2-TZVPD basis, the OMol25 dataset).

Calculated values
energy relative to the best compared isomer or geometry (same formula, charge and spin) = 23.8 kcal per mole
SMILES = CC1(C)CCCC(C)(C)N1O.CC1(C)CCCC(C)(C)N1O.CC1(C)CCCC(C)(C)N1O.CC1(C)CCCC(C)(C)N1O.CC1(C)CCCC(C)(C)N1O.CC1(C)CCCC(C)(C)N1O.COC[C@H](C)N.COC[C@H](C)N.COC[C@H](C)N
E_tot = -3772.49556 Ha
strongest force on any atom = 3.47 eV Å⁻¹

Bonds (Å) are listed after each position.
Atoms and positions in Å:
1 C 0.84 -7.58 -2.27  C2 1.522, H12 1.082, H13 1.094, H14 1.124
2 C 0.99 -6.16 -2.81  C1 1.522, C3 1.525, C4 1.511, N10 1.448
3 C 2.46 -5.81 -2.96  C2 1.525, H15 1.063, H16 1.087, H17 1.130
4 C 0.42 -6.05 -4.20  C2 1.511, C5 1.521, H18 1.052, H19 1.111
5 C -1.09 -6.21 -4.08  C4 1.521, C6 1.532, H20 1.086, H21 1.076
6 C -1.61 -4.99 -3.32  C5 1.532, C7 1.541, H22 1.128, H23 1.097
7 C -1.14 -5.01 -1.85  C6 1.541, C8 1.464, C9 1.512, N10 1.488
8 C -1.34 -3.71 -1.20  C7 1.464, H24 1.109, H25 1.098, H26 1.070
9 C -1.82 -6.11 -1.07  C7 1.512, H27 1.094, H28 1.056, H29 1.097
10 N 0.34 -5.19 -1.95  C2 1.448, C7 1.488, O11 1.445
11 O 0.89 -5.32 -0.62  N10 1.445, H30 0.970
12 H -0.09 -8.04 -2.55  C1 1.082
13 H 1.59 -8.27 -2.66  C1 1.094
14 H 1.00 -7.70 -1.16  C1 1.124
15 H 3.08 -6.58 -3.35  C3 1.063
16 H 2.56 -4.86 -3.49  C3 1.087
17 H 2.81 -5.62 -1.90  C3 1.130
18 H 0.59 -5.13 -4.67  C4 1.052
19 H 0.80 -6.93 -4.77  C4 1.111
20 H -1.67 -6.26 -5.00  C5 1.086
21 H -1.21 -7.09 -3.47  C5 1.076
22 H -2.73 -4.99 -3.40  C6 1.128
23 H -1.25 -4.05 -3.75  C6 1.097
24 H -1.02 -3.69 -0.14  C8 1.109
25 H -2.40 -3.43 -1.15  C8 1.098
26 H -0.78 -3.01 -1.78  C8 1.070
27 H -2.71 -5.65 -0.62  C9 1.094
28 H -1.21 -6.48 -0.28  C9 1.056
29 H -2.06 -6.96 -1.72  C9 1.097
30 H 1.33 -4.47 -0.51  O11 0.970
31 C 1.84 4.88 3.54  C32 1.540, H42 1.139, H43 1.090, H44 1.087
32 C 3.06 4.98 2.62  C31 1.540, C33 1.556, C34 1.546, N40 1.444
33 C 3.78 6.36 2.69  C32 1.556, H45 1.110, H46 1.078, H47 1.118
34 C 3.97 3.79 2.97  C32 1.546, C35 1.473, H48 1.090, H49 1.050
35 C 5.06 3.59 2.00  C34 1.473, C36 1.525, H50 1.082, H51 1.129
36 C 4.47 3.34 0.62  C35 1.525, C37 1.547, H52 1.105, H53 1.068
37 C 3.51 4.48 0.19  C36 1.547, C38 1.542, C39 1.539, N40 1.496
38 C 4.37 5.67 -0.25  C37 1.542, H54 1.075, H55 1.109, H56 1.060
39 C 2.57 3.96 -0.92  C37 1.539, H57 1.083, H58 1.120, H59 1.103
40 N 2.55 4.85 1.28  C32 1.444, C37 1.496, O41 1.406
41 O 1.70 5.88 0.84  N40 1.406, H60 0.995
42 H 2.10 4.87 4.65  C31 1.139
43 H 1.30 5.81 3.36  C31 1.090
44 H 1.22 4.06 3.20  C31 1.087
45 H 3.76 6.75 3.73  C33 1.110
46 H 4.80 6.38 2.35  C33 1.078
47 H 3.26 7.13 2.07  C33 1.118
48 H 4.36 4.05 3.96  C34 1.090
49 H 3.39 2.92 2.94  C34 1.050
50 H 5.73 4.44 1.89  C35 1.082
51 H 5.64 2.69 2.35  C35 1.129
52 H 3.97 2.36 0.55  C36 1.105
53 H 5.19 3.40 -0.16  C36 1.068
54 H 3.77 6.54 -0.45  C38 1.075
55 H 4.91 5.51 -1.21  C38 1.109
56 H 5.13 5.90 0.46  C38 1.060
57 H 1.95 4.76 -1.30  C39 1.083
58 H 1.87 3.14 -0.60  C39 1.120
59 H 3.10 3.56 -1.80  C39 1.103
60 H 0.80 5.47 0.72  O41 0.995
61 C -3.05 2.04 4.15  C62 1.547, H72 1.083, H73 1.096, H74 1.058
62 C -3.75 0.83 4.81  C61 1.547, C63 1.521, C64 1.544, N70 1.585
63 C -2.83 -0.38 4.74  C62 1.521, H75 1.107, H76 1.085, H77 1.067
64 C -4.07 1.13 6.29  C62 1.544, C65 1.516, H78 1.097, H79 1.100
65 C -5.28 2.01 6.52  C64 1.516, C66 1.493, H80 1.106, H81 1.087
66 C -6.47 1.55 5.74  C65 1.493, C67 1.512, H82 1.078, H83 1.118
67 C -6.23 1.53 4.25  C66 1.512, C68 1.512, C69 1.570, N70 1.479
68 C -7.43 0.96 3.52  C67 1.512, H84 1.054, H85 1.084, H86 1.119
69 C -5.93 2.99 3.77  C67 1.570, H87 1.072, H88 1.128, H89 1.056
70 N -5.15 0.53 4.14  C62 1.585, C67 1.479, O71 1.459
71 O -4.82 0.39 2.72  N70 1.459, H90 0.974
72 H -1.99 1.85 4.03  C61 1.083
73 H -3.44 2.12 3.13  C61 1.096
74 H -3.26 2.95 4.65  C61 1.058
75 H -1.95 -0.27 5.40  C63 1.107
76 H -3.34 -1.30 5.01  C63 1.085
77 H -2.45 -0.51 3.75  C63 1.067
78 H -4.33 0.16 6.73  C64 1.097
79 H -3.19 1.54 6.82  C64 1.100
80 H -5.43 1.99 7.61  C65 1.106
81 H -5.08 3.06 6.29  C65 1.087
82 H -7.38 2.09 5.93  C66 1.078
83 H -6.65 0.47 5.95  C66 1.118
84 H -7.21 0.88 2.49  C68 1.054
85 H -8.30 1.61 3.55  C68 1.084
86 H -7.73 -0.06 3.87  C68 1.119
87 H -5.13 3.44 4.32  C69 1.072
88 H -6.94 3.50 3.85  C69 1.128
89 H -5.75 3.07 2.74  C69 1.056
90 H -5.33 -0.34 2.33  O71 0.974
91 C 7.86 -3.85 0.74  C92 1.545, H102 1.092, H103 1.056, H104 1.056
92 C 6.41 -3.37 0.50  C91 1.545, C93 1.519, C94 1.562, N100 1.476
93 C 6.08 -3.79 -0.92  C92 1.519, H105 1.129, H106 1.116, H107 1.119
94 C 5.43 -4.09 1.49  C92 1.562, C95 1.513, H108 1.110, H109 1.097
95 C 5.53 -3.63 2.92  C94 1.513, C96 1.526, H110 1.076, H111 1.123
96 C 5.24 -2.13 2.97  C95 1.526, C97 1.568, H112 1.100, H113 1.101
97 C 6.23 -1.35 2.03  C96 1.568, C98 1.532, C99 1.590, N100 1.457
98 C 5.85 0.13 1.98  C97 1.532, H114 1.087, H115 1.095, H116 1.094
99 C 7.68 -1.40 2.67  C97 1.590, H117 1.140, H118 1.091, H119 1.056
100 N 6.09 -1.95 0.71  C92 1.476, C97 1.457, O101 1.462
101 O 6.80 -1.10 -0.24  N100 1.462, H120 0.928
102 H 8.51 -3.14 0.24  C91 1.092
103 H 8.12 -3.72 1.76  C91 1.056
104 H 7.99 -4.84 0.39  C91 1.056
105 H 6.84 -3.39 -1.65  C93 1.129
106 H 6.23 -4.89 -1.03  C93 1.116
107 H 5.06 -3.51 -1.28  C93 1.119
108 H 4.40 -4.00 1.10  C94 1.110
109 H 5.68 -5.16 1.41  C94 1.097
110 H 4.90 -4.20 3.59  C95 1.076
111 H 6.57 -3.82 3.30  C95 1.123
112 H 5.31 -1.74 3.99  C96 1.100
113 H 4.26 -1.82 2.56  C96 1.101
114 H 6.56 0.60 1.31  C98 1.087
115 H 5.97 0.46 3.02  C98 1.095
116 H 4.83 0.31 1.64  C98 1.094
117 H 7.76 -0.63 3.50  C99 1.140
118 H 8.45 -1.17 1.93  C99 1.091
119 H 7.99 -2.33 3.09  C99 1.056
120 H 6.08 -0.64 -0.60  O101 0.928
121 C -4.91 -1.52 -0.78  C122 1.543, H132 1.100, H133 1.084, H134 1.056
122 C -4.56 -0.33 -1.69  C121 1.543, C123 1.512, C124 1.533, N130 1.448
123 C -3.17 -0.33 -2.28  C122 1.512, H135 1.097, H136 1.089, H137 1.065
124 C -5.57 -0.44 -2.84  C122 1.533, C125 1.566, H138 1.095, H139 1.073
125 C -5.88 0.91 -3.58  C124 1.566, C126 1.560, H140 1.071, H141 1.105
126 C -6.11 2.07 -2.56  C125 1.560, C127 1.554, H142 1.091, H143 1.088
127 C -4.95 2.22 -1.54  C126 1.554, C128 1.523, C129 1.559, N130 1.480
128 C -3.80 2.88 -2.29  C127 1.523, H144 1.107, H145 1.084, H146 1.085
129 C -5.43 3.16 -0.39  C127 1.559, H147 1.116, H148 1.074, H149 1.076
130 N -4.73 0.89 -0.93  C122 1.448, C127 1.480, O131 1.450
131 O -3.74 0.99 0.12  N130 1.450, H150 0.946
132 H -4.26 -1.64 0.10  C121 1.100
133 H -5.97 -1.48 -0.53  C121 1.084
134 H -4.77 -2.44 -1.29  C121 1.056
135 H -2.49 -0.14 -1.44  C123 1.097
136 H -2.90 -1.30 -2.68  C123 1.089
137 H -3.00 0.46 -2.98  C123 1.065
138 H -5.16 -1.15 -3.57  C124 1.095
139 H -6.51 -0.79 -2.46  C124 1.073
140 H -5.08 1.22 -4.22  C125 1.071
141 H -6.77 0.75 -4.22  C125 1.105
142 H -7.00 1.98 -1.93  C126 1.091
143 H -6.18 3.07 -2.99  C126 1.088
144 H -4.18 3.89 -2.56  C128 1.107
145 H -3.65 2.40 -3.25  C128 1.084
146 H -2.89 3.02 -1.71  C128 1.085
147 H -5.71 4.18 -0.77  C129 1.116
148 H -4.69 3.38 0.35  C129 1.074
149 H -6.26 2.59 -0.01  C129 1.076
150 H -4.26 1.07 0.90  O131 0.946
151 C 0.56 1.67 -4.62  C152 1.527, H162 1.054, H163 1.066, H164 1.078
152 C 1.33 1.15 -5.83  C151 1.527, C153 1.537, C154 1.542, N160 1.486
153 C 1.16 2.12 -7.02  C152 1.537, H165 1.103, H166 1.097, H167 1.077
154 C 2.81 0.93 -5.45  C152 1.542, C155 1.506, H168 1.112, H169 1.116
155 C 3.02 -0.15 -4.42  C154 1.506, C156 1.518, H170 1.146, H171 1.099
156 C 2.51 -1.46 -5.01  C155 1.518, C157 1.563, H172 1.122, H173 1.119
157 C 0.99 -1.39 -5.38  C156 1.563, C158 1.532, C159 1.547, N160 1.505
158 C 0.52 -2.59 -6.21  C157 1.532, H174 1.080, H175 1.070, H176 1.100
159 C 0.12 -1.31 -4.11  C157 1.547, H177 1.113, H178 1.053, H179 1.088
160 N 0.83 -0.18 -6.25  C152 1.486, C157 1.505, O161 1.439
161 O -0.56 -0.08 -6.62  N160 1.439, H180 0.969
162 H 0.39 2.70 -4.73  C151 1.054
163 H -0.39 1.17 -4.58  C151 1.066
164 H 0.90 1.44 -3.62  C151 1.078
165 H 1.80 3.00 -6.83  C153 1.103
166 H 1.56 1.60 -7.90  C153 1.097
167 H 0.16 2.45 -7.24  C153 1.077
168 H 3.46 0.84 -6.34  C154 1.112
169 H 3.16 1.86 -4.95  C154 1.116
170 H 4.11 -0.23 -4.07  C155 1.146
171 H 2.47 0.00 -3.48  C155 1.099
172 H 2.64 -2.27 -4.25  C156 1.122
173 H 3.13 -1.68 -5.92  C156 1.119
174 H 0.92 -2.59 -7.21  C158 1.080
175 H -0.55 -2.63 -6.16  C158 1.070
176 H 0.88 -3.49 -5.70  C158 1.100
177 H 0.06 -2.39 -3.83  C159 1.113
178 H -0.87 -0.97 -4.25  C159 1.053
179 H 0.53 -0.89 -3.19  C159 1.088
180 H -0.51 -0.20 -7.58  O161 0.969
181 C -3.96 8.52 0.35  O182 1.466, H187 1.087, H188 1.090, H189 1.102
182 O -3.68 7.10 0.59  C181 1.466, C183 1.436
183 C -2.31 6.84 0.24  O182 1.436, C184 1.552, H190 1.095, H191 1.115
184 C -2.19 5.31 0.05  C183 1.552, C185 1.578, N186 1.492, H192 1.120
185 C -2.45 4.64 1.46  C184 1.578, H193 1.105, H194 1.097, H195 1.119
186 N -0.79 4.99 -0.36  C184 1.492, H196 0.987, H197 1.011
187 H -3.23 9.15 0.83  C181 1.087
188 H -4.95 8.82 0.69  C181 1.090
189 H -3.87 8.67 -0.74  C181 1.102
190 H -1.94 7.32 -0.67  C183 1.095
191 H -1.56 7.07 1.04  C183 1.115
192 H -2.88 5.01 -0.78  C184 1.120
193 H -1.46 4.72 1.96  C185 1.105
194 H -2.75 3.59 1.41  C185 1.097
195 H -3.16 5.26 2.07  C185 1.119
196 H -0.63 5.38 -1.26  N186 0.987
197 H -0.58 4.00 -0.37  N186 1.011
198 C -2.86 -3.48 2.69  O199 1.352, H204 1.120, H205 1.106, H206 1.107
199 O -1.53 -3.23 2.57  C198 1.352, C200 1.441
200 C -0.69 -4.40 2.64  O199 1.441, C201 1.490, H207 1.134, H208 1.080
201 C 0.74 -3.97 2.65  C200 1.490, C202 1.528, N203 1.501, H209 1.072
202 C 1.63 -5.21 2.61  C201 1.528, H210 1.077, H211 1.094, H212 1.086
203 N 0.98 -3.15 3.89  C201 1.501, H213 1.003, H214 1.040
204 H -3.30 -4.10 1.88  C198 1.120
205 H -3.50 -2.58 2.81  C198 1.106
206 H -3.15 -4.13 3.53  C198 1.107
207 H -1.02 -4.94 3.59  C200 1.134
208 H -0.84 -5.04 1.79  C200 1.080
209 H 0.90 -3.45 1.73  C201 1.072
210 H 2.67 -4.94 2.75  C202 1.077
211 H 1.44 -5.84 1.74  C202 1.094
212 H 1.60 -5.82 3.51  C202 1.086
213 H 0.14 -2.62 4.05  N203 1.003
214 H 1.73 -2.45 3.72  N203 1.040
215 C 2.82 -0.79 -0.38  O216 1.374, H221 1.065, H222 1.119, H223 1.092
216 O 1.49 -1.13 -0.51  C215 1.374, C217 1.395
217 C 0.79 -0.83 0.65  O216 1.395, C218 1.488, H224 1.060, H225 1.162
218 C 0.60 0.63 0.90  C217 1.488, C219 1.538, N220 1.421, H226 1.092
219 C -0.38 0.89 2.06  C218 1.538, H227 1.065, H228 1.068, H229 1.051
220 N -0.02 1.19 -0.25  C218 1.421, H230 1.018, H231 1.011
221 H 2.95 0.27 -0.42  C215 1.065
222 H 3.49 -1.34 -1.08  C215 1.119
223 H 3.19 -1.00 0.63  C215 1.092
224 H -0.13 -1.35 0.64  C217 1.060
225 H 1.38 -1.32 1.53  C217 1.162
226 H 1.55 1.13 1.07  C218 1.092
227 H 0.11 0.60 2.96  C219 1.065
228 H -1.24 0.28 1.86  C219 1.068
229 H -0.63 1.91 2.05  C219 1.051
230 H 0.49 1.00 -1.11  N220 1.018
231 H -1.00 0.98 -0.31  N220 1.011



[2]
# C4H9O4P

A cluster of 2 separate species, C4H9O4P in total (the ωB97M-V functional and the def2-TZVPD basis, the OMol25 dataset).

Calculated values
energy relative to the best compared isomer or geometry (same formula, charge and spin) = 0.0 kcal per mole
E_tot = -800.12405 Ha
strongest force on any atom = 3.82 eV Å⁻¹
total charge = -2

Bonds (Å) are listed after each position.
Atoms and positions in Å:
1 C 2.03 -0.77 0.01  C3 1.511, H10 1.093, H11 1.091, H12 1.106
2 C 0.93 1.55 -0.06  C3 1.493, H13 1.089, H14 1.105, H15 1.086
3 C 0.87 0.10 -0.43  C1 1.511, C2 1.493, H16 1.084
4 C -0.81 -0.73 0.57  O8 1.364, P9 1.910, H17 1.093
5 O -2.40 1.52 0.90  P9 1.519
6 O -2.00 0.62 -1.48  P9 1.520
7 O -3.39 -0.76 0.14  P9 1.541
8 O -1.02 -2.00 0.11  C4 1.364, H18 0.992
9 P -2.29 0.31 -0.02  C4 1.910, O5 1.519, O6 1.520, O7 1.541
10 H 2.28 -0.58 1.05  C1 1.093
11 H 1.75 -1.82 -0.08  C1 1.091
12 H 2.94 -0.61 -0.60  C1 1.106
13 H 1.17 1.67 1.00  C2 1.089
14 H 1.69 2.10 -0.65  C2 1.105
15 H -0.05 1.98 -0.25  C2 1.086
16 H 0.59 -0.06 -1.46  C3 1.084
17 H -0.40 -0.71 1.58  C4 1.093
18 H -1.90 -1.82 -0.31  O8 0.992



Computed HOMO-LUMO gap, in the same sequence as the records: 8.32; 5.96 eV.